Computed, not measured: C16H16O4 in the gas phase in a non-equilibrium geometry, with ωB97M-V/def2-TZVPD.

Results
- SMILES string = C/C=C/c1ccccc1OCc1ccc(C(=O)OC)o1
- Kohn-Sham gap (hartree) = 0.3364
- F_max (eV/Å) = 1.10
- net charge = 0
- LUMO level (eV) = 0.7

Each line ends with the natural charge from an NBO analysis.
Cartesian coordinates (Å):
C1 -4.794 -1.848 0.065  -0.640
C2 -3.676 -0.940 -0.318  -0.146
C3 -3.096 -0.080 0.514  -0.232
C4 -2.036 0.861 0.165  -0.143
C5 -1.978 2.076 0.850  -0.175
C6 -1.050 3.048 0.534  -0.221
C7 -0.141 2.825 -0.486  -0.201
C8 -0.153 1.616 -1.156  -0.267
C9 -1.081 0.633 -0.836  0.367
O1 -0.989 -0.564 -1.534  -0.533
C10 -0.542 -1.667 -0.760  -0.115
C11 0.583 -1.287 0.147  0.272
C12 0.598 -1.080 1.502  -0.304
C13 1.894 -0.635 1.816  -0.219
C14 2.580 -0.593 0.625  0.133
C15 3.959 -0.178 0.366  0.743
O2 4.730 0.173 1.226  -0.588
O3 4.263 -0.227 -0.938  -0.491
C16 5.582 0.171 -1.277  -0.260
O4 1.777 -0.992 -0.384  -0.371
H1 -5.054 -1.734 1.115  0.209
H2 -4.518 -2.887 -0.120  0.216
H3 -5.674 -1.634 -0.542  0.220
H4 -3.352 -1.001 -1.348  0.210
H5 -3.464 0.004 1.531  0.200
H6 -2.696 2.258 1.638  0.209
H7 -1.036 3.978 1.081  0.214
H8 0.586 3.579 -0.746  0.216
H9 0.564 1.404 -1.934  0.228
H10 -1.361 -2.075 -0.152  0.200
H11 -0.219 -2.411 -1.493  0.213
H12 -0.218 -1.229 2.179  0.234
H13 2.287 -0.371 2.776  0.241
H14 5.760 1.202 -0.962  0.193
H15 6.312 -0.475 -0.785  0.194
H16 5.657 0.081 -2.357  0.196